The following is a DFT calculation (ωB97M-V/def2-TZVPD) of a structure of composition C45H76BN9O4P2SY.

Values from the calculation:
E_HOMO ... -11.072 eV
Total charge ... +1
Orbital gap ... 0.35653 Eh
LUMO energy ... -0.050 Ha

Each line ends with the Löwdin charge.
Geometry (Å):
1 Y -0.373 -0.210 -0.314  1.62
2 C 2.236 4.969 -0.427  -0.06
3 C 2.175 3.445 -0.544  -0.35
4 C 1.633 3.034 -1.902  -0.06
5 C 1.499 2.832 0.662  -0.25
6 C 1.546 3.390 1.952  0.00
7 C 1.061 2.413 2.781  -0.07
8 N 0.713 1.348 2.039  -0.04
9 N 0.953 1.614 0.717  0.02
10 B 0.530 -0.060 2.678  -0.55
11 N -0.907 -0.638 2.637  -0.05
12 C -1.704 -0.670 3.706  -0.08
13 C -2.807 -1.434 3.408  0.00
14 C -2.598 -1.871 2.096  -0.25
15 N -1.445 -1.371 1.617  0.03
16 C -3.441 -2.904 1.401  -0.35
17 C -4.860 -2.947 1.969  -0.06
18 C -3.477 -2.773 -0.109  -0.09
19 N 1.504 -1.069 2.010  -0.06
20 C 2.167 -1.992 2.747  -0.06
21 C 3.371 -2.241 2.149  0.00
22 C 3.391 -1.406 1.013  -0.28
23 N 2.256 -0.726 0.917  0.07
24 C 4.586 -1.157 0.127  -0.34
25 C 4.565 0.271 -0.411  -0.06
26 C 4.800 -2.212 -0.961  -0.05
27 H 2.698 5.386 -1.322  0.08
28 H 2.825 5.299 0.429  0.08
29 H 1.236 5.396 -0.338  0.07
30 H 3.206 3.073 -0.493  0.13
31 H 0.632 3.431 -2.085  0.08
32 H 1.586 1.956 -2.016  0.03
33 H 2.291 3.421 -2.683  0.09
34 H 1.924 4.353 2.239  0.11
35 H 0.966 2.383 3.854  0.13
36 H 0.792 0.067 3.842  0.13
37 H -1.407 -0.179 4.616  0.13
38 H -3.628 -1.676 4.058  0.11
39 H -2.973 -3.867 1.641  0.14
40 H -5.342 -1.970 1.887  0.08
41 H -4.881 -3.251 3.014  0.08
42 H -5.458 -3.664 1.406  0.09
43 H -4.209 -2.030 -0.429  0.07
44 H -3.763 -3.725 -0.550  0.08
45 H -2.515 -2.488 -0.534  0.02
46 H 1.750 -2.356 3.672  0.13
47 H 4.156 -2.891 2.497  0.12
48 H 5.444 -1.242 0.801  0.14
49 H 3.627 0.483 -0.922  0.04
50 H 5.390 0.436 -1.106  0.09
51 H 4.649 0.991 0.404  0.09
52 H 5.779 -2.073 -1.422  0.09
53 H 4.770 -3.220 -0.544  0.08
54 H 4.053 -2.147 -1.752  0.05
55 C -3.090 0.277 -8.410  -0.04
56 C -2.733 0.462 -6.962  -0.26
57 C -3.740 0.527 -5.994  -0.02
58 C -3.436 0.688 -4.657  -0.04
59 C -2.099 0.774 -4.282  -0.31
60 C -1.080 0.717 -5.216  -0.05
61 C -1.409 0.568 -6.557  -0.02
62 S -1.715 0.969 -2.594  0.50
63 O -2.203 2.263 -2.212  -0.28
64 O -0.244 0.798 -2.425  -0.44
65 O -2.279 -0.179 -1.827  -0.42
66 H -3.821 1.020 -8.730  0.09
67 H -3.532 -0.707 -8.576  0.09
68 H -2.213 0.363 -9.049  0.08
69 H -4.776 0.455 -6.300  0.12
70 H -4.221 0.743 -3.913  0.12
71 H -0.047 0.779 -4.899  0.12
72 H -0.619 0.527 -7.298  0.12
73 C -4.854 2.077 2.950  -0.10
74 N -3.485 2.027 2.465  -0.28
75 C -2.520 2.455 3.468  -0.10
76 P -3.029 2.211 0.884  0.57
77 O -1.888 1.278 0.558  -0.36
78 N -2.575 3.772 0.696  -0.27
79 C -3.442 4.840 1.174  -0.09
80 C -1.499 4.230 -0.165  -0.09
81 N -4.395 1.921 0.040  -0.29
82 C -4.878 0.547 -0.028  -0.10
83 C -4.955 2.855 -0.938  -0.07
84 H -5.563 1.929 2.140  0.07
85 H -5.012 1.295 3.697  0.09
86 H -5.068 3.041 3.427  0.08
87 H -2.618 1.841 4.365  0.08
88 H -2.692 3.500 3.753  0.09
89 H -1.506 2.361 3.090  0.06
90 H -4.227 4.450 1.819  0.07
91 H -3.910 5.371 0.340  0.09
92 H -2.856 5.561 1.750  0.09
93 H -0.865 3.396 -0.439  0.04
94 H -0.901 4.962 0.383  0.09
95 H -1.884 4.692 -1.078  0.09
96 H -4.613 0.085 -0.982  0.07
97 H -5.963 0.521 0.101  0.10
98 H -4.428 -0.045 0.770  0.06
99 H -5.481 3.679 -0.454  0.08
100 H -5.687 2.310 -1.534  0.09
101 H -4.198 3.251 -1.612  0.07
102 C -1.596 -2.584 -4.673  -0.09
103 C -1.296 -3.635 -3.600  -0.65
104 C -2.652 -3.926 -2.947  -0.11
105 C -0.816 -4.943 -4.247  -0.08
106 P -0.124 -2.894 -2.313  1.16
107 C 1.251 -2.147 -3.289  -0.34
108 C 1.937 -1.075 -2.720  -0.16
109 C 2.875 -0.341 -3.431  -0.08
110 C 3.174 -0.686 -4.738  -0.06
111 C 2.547 -1.782 -5.312  -0.06
112 C 1.601 -2.498 -4.596  -0.09
113 C 0.687 -4.314 -1.387  -0.68
114 C -0.397 -5.173 -0.728  -0.08
115 C 1.641 -5.194 -2.201  -0.07
116 C 1.501 -3.654 -0.279  -0.12
117 H -0.747 -2.326 -5.299  0.07
118 H -1.973 -1.673 -4.216  0.06
119 H -2.385 -2.976 -5.321  0.10
120 H -3.292 -4.394 -3.700  0.10
121 H -3.135 -3.005 -2.626  0.07
122 H -2.586 -4.606 -2.101  0.05
123 H -0.987 -5.794 -3.586  0.07
124 H 0.230 -4.961 -4.533  0.06
125 H -1.412 -5.112 -5.148  0.09
126 H 1.772 -0.816 -1.670  0.05
127 H 3.379 0.494 -2.967  0.09
128 H 3.899 -0.113 -5.300  0.11
129 H 2.787 -2.079 -6.325  0.11
130 H 1.127 -3.334 -5.084  0.09
131 H -0.932 -5.790 -1.449  0.07
132 H -1.124 -4.566 -0.181  0.07
133 H 0.076 -5.847 -0.008  0.10
134 H 1.120 -5.916 -2.825  0.07
135 H 2.269 -5.760 -1.508  0.09
136 H 2.308 -4.602 -2.831  0.08
137 H 0.890 -3.016 0.368  0.05
138 H 2.322 -3.066 -0.683  0.05
139 H 1.931 -4.427 0.363  0.10

Force components x, y, z for each atom (eV/Å):
Y -0.52 0.42 0.54
C 0.00 0.01 -0.05
C -0.03 0.02 0.02
C -0.01 0.00 0.00
C 0.02 0.04 -0.07
C 0.04 -0.02 0.02
C 0.05 -0.02 -0.03
N 0.04 -0.12 0.03
N -0.09 -0.02 -0.03
B 0.00 0.10 -0.09
N 0.11 -0.02 0.01
C -0.06 -0.08 -0.01
C 0.00 0.03 -0.01
C -0.03 -0.05 -0.02
N 0.08 0.01 0.06
C 0.00 0.01 0.00
C -0.02 -0.03 -0.02
C -0.05 0.04 -0.01
N 0.05 0.03 0.01
C -0.08 0.02 0.00
C 0.02 -0.02 -0.04
C 0.05 0.00 0.00
N -0.08 -0.12 -0.01
C -0.01 -0.03 0.02
C 0.00 0.02 -0.03
C -0.01 -0.02 -0.03
H 0.01 0.01 0.01
H -0.01 -0.01 0.01
H 0.01 0.00 -0.02
H 0.00 0.01 0.04
H 0.00 -0.05 0.02
H 0.05 0.00 0.00
H -0.01 0.03 0.00
H 0.01 0.00 0.00
H 0.03 0.00 0.00
H -0.05 0.03 -0.02
H 0.00 -0.01 0.01
H 0.00 -0.01 0.01
H 0.06 0.02 -0.01
H 0.00 0.00 -0.01
H 0.02 0.00 0.00
H 0.00 0.00 0.01
H 0.05 0.03 0.01
H -0.06 0.02 0.03
H 0.03 -0.06 0.02
H 0.01 0.01 0.01
H 0.00 0.01 0.00
H 0.00 0.02 0.02
H 0.00 0.00 0.01
H 0.00 -0.01 0.00
H 0.01 -0.01 0.01
H -0.01 0.02 -0.01
H 0.00 0.00 0.01
H 0.00 -0.01 0.02
C 0.00 0.00 0.00
C -0.05 0.00 -0.02
C -0.01 0.01 -0.03
C 0.05 0.01 -0.03
C 0.18 -0.14 -0.11
C -0.01 0.03 -0.05
C 0.03 -0.01 0.03
S -0.28 -0.13 -0.12
O -0.10 -0.03 -0.05
O -0.02 0.13 0.27
O -0.06 0.25 0.02
H 0.00 0.00 0.00
H 0.00 0.00 0.01
H 0.00 0.00 0.00
H 0.00 -0.01 0.00
H 0.01 -0.01 0.01
H -0.01 -0.02 0.00
H 0.00 0.00 0.01
C -0.06 -0.06 -0.01
N 0.06 0.12 0.02
C 0.00 0.01 0.03
P 0.13 -0.10 0.10
O 0.38 -0.06 -0.07
N -0.12 0.06 -0.06
C 0.08 0.01 0.07
C 0.07 -0.01 0.04
N -0.12 -0.13 -0.28
C -0.05 0.02 0.02
C -0.05 -0.01 0.09
H 0.04 0.00 0.01
H 0.02 -0.01 0.00
H 0.00 0.00 0.00
H -0.01 0.00 0.00
H 0.02 0.00 0.00
H -0.01 -0.04 -0.02
H -0.01 -0.03 -0.02
H -0.01 0.00 -0.01
H 0.00 0.00 -0.01
H -0.01 0.01 0.00
H -0.01 0.01 0.00
H 0.00 -0.01 0.00
H -0.01 0.00 0.00
H -0.01 -0.01 0.01
H 0.02 0.02 0.00
H -0.02 0.01 0.03
H 0.02 0.01 -0.03
H 0.04 0.00 0.00
C 0.03 -0.01 -0.03
C -0.04 0.01 -0.02
C -0.03 -0.01 -0.03
C -0.06 -0.03 -0.02
P 0.27 -0.03 -0.01
C 0.00 0.00 -0.04
C -0.04 -0.02 0.03
C 0.01 -0.05 -0.02
C 0.00 0.01 0.00
C -0.01 0.00 0.01
C 0.00 -0.05 0.03
C -0.07 -0.06 0.01
C -0.01 -0.05 0.00
C 0.03 -0.03 0.03
C -0.02 0.01 0.07
H 0.00 0.00 0.00
H 0.00 0.02 0.01
H 0.01 0.00 -0.01
H -0.01 -0.01 0.01
H 0.01 0.01 -0.01
H 0.02 0.01 -0.04
H 0.03 0.02 -0.02
H 0.00 0.06 -0.05
H -0.01 -0.02 0.01
H 0.12 0.00 -0.18
H -0.01 0.01 -0.01
H 0.00 0.00 0.00
H 0.00 0.00 0.00
H -0.02 -0.03 0.00
H 0.01 0.02 0.04
H 0.02 0.02 0.01
H 0.00 0.00 -0.01
H 0.01 0.03 0.01
H -0.01 -0.02 -0.01
H 0.00 0.00 0.02
H -0.03 -0.02 -0.02
H 0.00 0.02 -0.02
H 0.04 0.01 -0.03